Record 1
Density functional theory data (ωB97M-V/def2-TZVPD) for a cluster of 7 separate species, C25H41F12N3O11 in total at a distorted geometry.

## Properties
- LUMO (eV) = 0.168
- frontier orbital gap (eV) = 9.342
- energy relative to the best compared isomer or geometry (same formula, charge and spin) (eV) = 2.962
- SMILES string = CCOC(=O)C(F)(F)F.CCOC(=O)C(F)(F)F.CCOC(=O)C(F)(F)F.CCOC(=O)C(F)(F)F.CN(C)C=O.CN(C)C=O.CN(C)C=O
- charge = 0

Geometry as XYZ:
```
92
C25H41F12N3O11 ωB97M-V/def2-TZVPD
C 1.45 8.27 3.58
C 2.00 9.20 2.50
O 2.86 8.53 1.55
C 2.35 7.73 0.62
O 1.17 7.48 0.49
C 3.42 7.17 -0.36
F 2.97 7.31 -1.57
F 4.62 7.84 -0.23
F 3.58 5.86 -0.11
H 1.30 8.81 4.52
H 2.08 7.40 3.76
H 0.47 7.86 3.35
H 2.47 10.06 2.98
H 1.16 9.68 2.01
C 9.19 0.28 0.51
C 8.83 -1.23 0.63
O 8.08 -1.57 1.82
C 6.69 -1.78 1.71
O 6.03 -1.90 0.66
C 5.95 -1.95 3.07
F 6.73 -2.76 3.81
F 5.83 -0.84 3.73
F 4.76 -2.46 2.93
H 9.75 0.55 -0.38
H 9.67 0.74 1.37
H 8.25 0.83 0.51
H 9.70 -1.87 0.66
H 8.25 -1.53 -0.25
C 2.13 -2.45 -6.75
C 2.09 -1.62 -5.42
O 3.24 -1.00 -5.09
C 3.82 0.07 -5.68
O 3.53 0.50 -6.81
C 5.01 0.57 -4.92
F 5.96 0.64 -5.87
F 4.73 1.82 -4.46
F 5.45 -0.30 -4.02
H 3.09 -2.95 -6.85
H 2.09 -1.76 -7.59
H 1.39 -3.24 -6.81
H 1.89 -2.30 -4.60
H 1.34 -0.83 -5.39
C -6.41 -2.47 2.61
C -6.36 -1.41 3.69
O -6.60 -0.14 3.11
C -6.06 0.98 3.54
O -5.22 1.02 4.48
C -6.47 2.22 2.79
F -7.79 2.56 2.72
F -5.80 3.30 3.26
F -6.10 1.97 1.57
H -5.95 -3.40 2.94
H -5.76 -2.22 1.77
H -7.41 -2.69 2.23
H -5.38 -1.34 4.16
H -7.07 -1.57 4.51
C -0.66 2.30 0.07
N -0.50 0.95 -0.42
C 0.87 0.46 -0.70
C -1.59 0.22 -0.78
O -1.60 -0.78 -1.51
H -0.31 2.96 -0.73
H 0.02 2.64 0.85
H -1.64 2.62 0.42
H 1.40 1.05 -1.45
H 1.37 0.36 0.26
H 0.87 -0.54 -1.13
H -2.45 0.77 -0.37
C 1.55 -5.74 1.13
N 0.37 -6.12 1.97
C 0.32 -7.55 2.25
C -0.46 -5.18 2.38
O -1.52 -5.49 2.94
H 1.49 -6.29 0.19
H 2.56 -5.85 1.53
H 1.53 -4.68 0.87
H -0.54 -7.82 2.87
H 0.28 -8.15 1.34
H 1.25 -7.81 2.74
H -0.07 -4.16 2.24
C -9.56 -2.11 -1.71
N -8.15 -1.77 -1.93
C -7.81 -0.38 -2.18
C -7.21 -2.72 -2.13
O -7.47 -3.93 -2.05
H -9.87 -3.15 -1.81
H -10.21 -1.56 -2.40
H -9.80 -1.87 -0.68
H -8.07 -0.19 -3.22
H -8.38 0.32 -1.56
H -6.77 -0.16 -1.93
H -6.22 -2.29 -2.33
```

***

Record 2
Density functional theory data (ωB97M-V/def2-TZVPD) for a cluster of 3 separate species, C25H41F6N4O6 in total at a distorted geometry.

## Properties
- LUMO (eV) = -4.401
- frontier orbital gap (eV) = 7.841
- energy relative to the best compared isomer or geometry (same formula, charge and spin) (eV) = 14.433
- charge = +1

Geometry as XYZ:
```
82
C25H41F6N4O6 ωB97M-V/def2-TZVPD
C 4.83 1.87 -0.21
C 3.45 2.40 0.50
C 3.14 1.68 1.97
C 2.97 0.08 1.68
N 2.00 -0.64 2.60
N 0.78 -0.68 1.89
N 0.09 0.50 1.90
C -1.23 0.54 1.22
C -1.93 -0.73 0.40
C -3.40 -0.67 -0.33
N -3.98 0.74 -0.23
C -5.30 0.76 -1.02
C -0.98 -2.11 0.42
C -1.54 -3.44 -0.35
C -1.83 -4.71 0.87
C -1.25 -6.28 0.40
O -2.84 -5.83 0.44
C 0.47 -2.01 1.25
C 1.36 -3.38 1.31
C 2.94 -3.24 0.92
O 3.23 -2.49 -0.31
C 4.64 -2.86 -0.68
C 4.47 -3.85 -2.01
H 4.61 1.41 -1.29
H 5.41 1.05 0.39
H 5.58 2.77 -0.42
H 3.57 3.58 0.63
H 2.58 2.21 -0.29
H 2.21 2.21 2.45
H 4.14 1.83 2.60
H 4.04 -0.41 1.86
H 2.72 -0.03 0.53
H 1.88 -0.04 3.45
H -1.87 1.55 1.25
H -4.18 -1.37 0.23
H -3.41 -1.02 -1.45
H -3.28 1.33 -0.76
H -6.03 0.05 -0.40
H -5.79 1.82 -1.01
H -5.11 0.37 -2.12
H -2.62 -3.32 -0.78
H -0.77 -3.90 -1.10
H -1.74 -4.39 2.08
H -0.99 -6.42 -0.75
H -1.08 -7.08 1.24
H 1.33 -3.75 2.44
H 0.92 -4.26 0.68
H 3.37 -4.35 0.86
H 3.48 -2.69 1.81
H 5.21 -3.40 0.18
H 5.24 -1.88 -0.93
H 4.27 -4.95 -1.65
H 3.48 -3.48 -2.55
H 5.43 -3.74 -2.68
C -8.85 -1.89 3.95
C -9.67 -1.54 2.72
O -9.64 -0.12 2.49
C -8.54 0.37 1.84
O -7.60 -0.33 1.46
C -8.67 1.87 1.63
F -9.11 2.53 2.74
F -9.55 2.18 0.63
F -7.49 2.47 1.28
H -9.20 -1.32 4.82
H -8.94 -2.96 4.18
H -7.80 -1.65 3.81
H -10.71 -1.82 2.88
H -9.32 -2.08 1.84
C 4.96 7.51 -3.98
C 5.12 6.28 -4.85
O 6.26 5.51 -4.44
C 6.07 4.67 -3.37
O 5.00 4.55 -2.78
C 7.34 3.88 -3.07
F 8.46 4.66 -3.08
F 7.56 2.89 -3.98
F 7.32 3.28 -1.85
H 5.89 8.10 -3.98
H 4.15 8.14 -4.35
H 4.76 7.23 -2.95
H 5.31 6.58 -5.89
H 4.22 5.66 -4.86
```

***

Record 3
Density functional theory data (ωB97M-V/def2-TZVPD) for the molecule C25H41N3O3 at a distorted geometry.

## Properties
- LUMO (eV) = 0.496
- frontier orbital gap (eV) = 8.107
- SMILES string = O=C(N[C@H](C(=O)NCCN1CCOCC1)[C@]12C[C@H]3C[C@H](C[C@H](C3)C1)C2)C1CCCCC1
- charge = 0

Geometry as XYZ:
```
72
C25H41N3O3 ωB97M-V/def2-TZVPD
O -1.49 1.63 -2.85
C -0.65 2.02 -2.17
N -0.21 1.40 -1.05
C -1.10 0.57 -0.41
C -1.08 1.02 1.00
O -0.19 1.82 1.61
N -2.35 0.45 1.47
C -2.60 0.71 2.98
C -2.69 -0.50 3.81
N -1.22 -1.42 3.49
C -0.19 -0.74 3.95
C 0.07 -0.73 5.63
O 0.01 -2.36 5.93
C -1.03 -2.81 5.50
C -1.14 -2.69 3.89
C -0.09 -0.96 -0.63
C 1.41 -0.88 0.01
C 2.05 -1.95 -0.07
C 1.34 -3.16 0.61
C 0.08 -3.30 -0.12
C 0.18 -3.59 -1.31
C 0.87 -2.57 -2.17
C 2.15 -2.27 -1.52
C -0.05 -1.22 -2.10
C -0.87 -1.83 0.18
C 0.44 3.22 -2.72
C -0.67 4.21 -3.73
C 0.35 5.34 -4.32
C 1.54 4.63 -5.02
C 2.54 3.83 -3.85
C 1.32 2.70 -3.47
H 0.43 2.04 -0.50
H -1.80 0.38 -0.91
H -2.90 -0.18 0.94
H -1.74 1.31 3.16
H -3.61 1.08 2.86
H -2.65 -0.50 4.74
H -3.24 -1.14 3.41
H 0.08 0.42 3.68
H 0.69 -1.11 3.61
H 1.12 -0.39 5.85
H -0.71 -0.34 6.08
H -1.16 -3.85 5.75
H -2.17 -2.55 5.85
H -2.18 -3.25 3.65
H -0.33 -3.22 3.48
H 1.05 -0.49 1.07
H 2.10 0.14 -0.37
H 3.15 -1.87 0.26
H 1.16 -2.84 1.89
H 1.80 -4.19 0.51
H -0.65 -4.03 0.66
H 0.88 -4.51 -1.64
H -0.89 -3.68 -1.98
H 0.85 -2.96 -3.15
H 2.75 -1.66 -2.08
H 2.75 -3.37 -1.67
H -0.87 -1.26 -2.38
H 0.66 -0.41 -2.40
H -0.98 -1.75 1.07
H -1.90 -2.13 -0.14
H 0.64 3.84 -1.82
H -1.05 4.61 -3.02
H -0.84 3.45 -4.50
H -0.15 5.81 -4.92
H 0.68 6.08 -3.50
H 2.11 5.57 -5.31
H 1.15 4.22 -5.79
H 3.26 3.54 -4.69
H 2.68 4.51 -3.17
H 2.10 2.07 -2.78
H 1.02 2.02 -4.33
```

***

Record 4
Density functional theory data (ωB97M-V/def2-TZVPD) for a structure of composition C25H41N6OPdSSi at a distorted geometry.

## Properties
- LUMO (alpha / beta) (eV) = -12.638 / -12.609
- frontier orbital gap (alpha / beta) (eV) = 3.537 / 3.566
- charge = +3

Geometry as XYZ:
```
76
C25H41N6OPdSSi ωB97M-V/def2-TZVPD
Pd -0.40 -0.66 -0.81
C -5.02 -2.36 -0.51
N -4.00 -3.13 0.18
C -4.43 -4.23 1.02
C -2.71 -2.74 0.12
N -2.30 -1.72 -0.57
N -1.83 -3.49 0.88
C -0.46 -3.58 0.78
N 0.05 -4.72 1.26
N 0.25 -2.61 0.30
H -5.99 -2.80 -0.30
H -4.87 -2.40 -1.59
H -5.04 -1.32 -0.17
H -5.49 -4.41 0.86
H -4.29 -4.00 2.08
H -3.91 -5.16 0.76
H -2.97 -1.34 -1.23
H -2.26 -4.21 1.44
H -0.53 -5.49 1.56
H 1.04 -4.91 1.21
H 1.24 -2.82 0.26
C 1.56 -0.28 -1.76
Si 2.21 0.75 -0.33
C 0.73 1.82 0.46
N -0.47 1.07 0.77
C -1.73 1.73 0.45
C -2.19 2.63 1.61
C -2.31 1.83 2.92
C -1.84 0.39 2.72
C -0.45 0.41 2.08
C 3.09 -0.28 1.01
C 3.29 0.25 2.29
C 3.92 -0.50 3.27
C 4.40 -1.77 2.97
C 4.22 -2.30 1.70
C 3.59 -1.55 0.72
C 3.46 2.16 -0.82
C 3.01 3.15 -1.68
C 3.88 4.15 -2.09
C 5.18 4.17 -1.61
C 5.63 3.18 -0.76
C 4.76 2.17 -0.35
H 2.07 -1.21 -1.99
H 1.29 0.26 -2.67
H 0.47 2.57 -0.29
H 1.11 2.34 1.34
H -2.50 0.97 0.26
H -1.61 2.32 -0.46
H -3.15 3.07 1.34
H -1.48 3.45 1.72
H -3.34 1.82 3.28
H -1.71 2.30 3.69
H -2.55 -0.17 2.11
H -1.78 -0.11 3.68
H -0.05 -0.61 1.96
H 0.21 0.95 2.75
H 2.97 1.25 2.53
H 4.04 -0.09 4.26
H 4.95 -2.32 3.71
H 4.58 -3.29 1.47
H 3.51 -1.96 -0.27
H 2.00 3.16 -2.06
H 3.53 4.91 -2.77
H 5.84 4.98 -1.89
H 6.64 3.17 -0.40
H 5.13 1.42 0.33
C -0.82 1.48 -4.97
S -1.59 1.90 -3.37
C -3.33 1.86 -3.94
O -1.43 0.66 -2.51
H -1.21 0.53 -5.34
H 0.25 1.42 -4.83
H -1.04 2.28 -5.66
H -3.43 2.61 -4.72
H -3.98 2.13 -3.11
H -3.58 0.88 -4.31
```